1.
{"formula": "C4H14N2O2", "method": "ωB97M-V/def2-TZVPD", "charge": -1, "total_energy_ha": -420.666917, "multiplicity": 2, "e_above_lowest_ev": 2.249, "homo_lumo_gap_ev": [7.135, 7.786], "elements": ["C", "C", "C", "N", "N", "C", "O", "H", "H", "H", "H", "H", "H", "H", "H", "H", "H", "H", "H", "H", "H", "O"], "coordinates": [[0.955, 1.037, 0.674], [0.111, 2.089, -0.047], [0.077, 1.734, -1.541], [-0.739, 0.516, -1.698], [0.431, 0.456, 1.909], [0.025, -0.944, 1.645], [-0.790, -1.084, 0.573], [0.999, 0.104, -0.064], [2.043, 1.408, 0.814], [-0.924, 2.053, 0.324], [0.528, 3.086, 0.078], [-0.377, 2.590, -2.111], [1.136, 1.609, -1.978], [-0.631, -0.138, -0.981], [-0.582, 0.057, -2.628], [-0.455, 0.953, 2.186], [1.001, -1.520, 1.502], [-0.435, -1.302, 2.631], [1.176, -0.551, -0.678], [-0.459, -3.830, -0.742], [-0.470, -2.325, -0.384], [-0.135, -2.977, -1.052]]}

---

2.
{"formula": "C3H7O2", "method": "ωB97M-V/def2-TZVPD", "charge": -1, "total_energy_ha": -268.951666, "e_above_lowest_ev": 2.404, "homo_lumo_gap_ev": 6.642, "elements": ["O", "C", "C", "C", "O", "H", "H", "H", "H", "H", "H", "H"], "coordinates": [[0.181, -0.915, -1.662], [1.067, -0.769, -0.623], [0.348, -0.469, 0.703], [-0.102, 0.966, 0.856], [-1.523, 1.118, 0.644], [1.639, 0.174, -0.864], [1.766, -1.627, -0.494], [-0.520, -1.111, 0.855], [0.983, -0.793, 1.535], [0.472, 1.553, 0.122], [0.184, 1.402, 1.823], [-1.533, 0.623, -0.202]]}

---

3.
{"formula": "C3H2Cl2N2O2", "method": "ωB97M-V/def2-TZVPD", "total_energy_ha": -1295.593820, "multiplicity": 3, "e_above_lowest_ev": 0.000, "homo_lumo_gap_ev": [8.873, 7.954], "elements": ["C", "C", "C", "N", "N", "O", "O", "Cl", "Cl", "H", "H"], "coordinates": [[-0.990, -0.798, 0.645], [-0.222, -1.508, 1.492], [0.653, 1.359, -1.468], [-1.654, -0.115, -0.053], [1.416, 1.790, -0.402], [2.596, 1.521, -0.472], [0.997, 2.384, 0.592], [0.223, -3.082, 1.132], [-0.999, 1.399, -1.334], [0.063, -0.865, 2.381], [1.277, 0.774, -2.063]]}